No. 1
The molecule C3H4N2S2 at a distorted geometry, computed with ωB97M-V/def2-TZVPD.

Structure (XYZ):
```
11
Properties=species:S:1:pos:R:3:lowdin_charge:R:1
N 0.4766 0.7748 -2.6506 0.115
C 0.6659 0.0517 -1.8073 -0.226
C 0.7693 -0.8941 -0.4603 -0.248
C -0.4032 -0.6851 0.3527 -0.957
S -1.0689 -2.0333 0.7843 0.797
N -0.7045 0.4225 1.2298 -0.474
S 0.1459 1.8992 1.0853 0.670
H 0.7213 -2.0676 -0.8378 0.135
H 1.8622 -0.5361 -0.1615 0.150
H -1.3877 0.2509 1.9251 0.044
H -1.0767 2.8171 0.5403 -0.006
```

As for the energy above the lowest of the compared OMol25 structures with the same formula, charge and spin: 362.8 kJ/mol. As for the highest occupied orbital energy: -9.22 eV. Its net charge is 0. The frontier orbital gap is 8.5879 eV.

=====

No. 2
The molecule C3H4N2S2 at a distorted geometry, computed with ωB97M-V/def2-TZVPD.

Structure (XYZ):
```
11
Properties=species:S:1:pos:R:3:lowdin_charge:R:1
N 2.8089 3.5917 -0.3094 0.087
C 1.8444 3.1637 0.1633 -0.600
S 0.3559 2.7447 0.9630 0.890
C 0.1014 1.2682 0.0075 -0.518
C -0.2800 0.0309 0.3969 -0.792
N -0.3396 -1.0459 -0.5826 0.042
S -0.5098 -0.3630 2.0679 0.819
H 0.3957 1.2696 -1.0827 0.094
H -0.0502 -0.8076 -1.5105 0.076
H -0.0650 -1.9281 -0.2076 0.063
H -0.5964 0.9044 2.4738 -0.161
```

As for the energy above the lowest of the compared OMol25 structures with the same formula, charge and spin: 182.9 kJ/mol. As for the highest occupied orbital energy: -8.53 eV. Its net charge is 0. The frontier orbital gap is 8.8628 eV.

=====

No. 3
C3H4N2S2 as an isolated structure at a distorted geometry, computed with ωB97M-V/def2-TZVPD.

Structure (XYZ):
```
11
Properties=species:S:1:pos:R:3:lowdin_charge:R:1
C -0.8418 1.0193 -0.1710 -0.102
C -2.0747 0.4603 -0.0820 -0.360
C 0.1515 -0.0676 -0.0790 -0.481
N -0.2677 -1.2299 0.1375 -0.311
N 1.6827 0.1446 0.2540 -0.420
S -1.8930 -1.2605 0.1067 0.972
S 2.7444 -1.1666 -0.1069 0.687
H -0.7886 2.0211 -0.4325 0.080
H -2.8842 1.0393 0.0131 0.028
H 2.0487 0.9764 -0.3650 0.091
H 2.1228 -1.9365 0.7251 -0.184
```

As for the energy above the lowest of the compared OMol25 structures with the same formula, charge and spin: 212.1 kJ/mol. As for the highest occupied orbital energy: -8.33 eV. Its net charge is 0. The frontier orbital gap is 9.0508 eV.

=====

No. 4
An isolated ion of composition C3H4N3 and charge +1 at a distorted geometry, computed with ωB97M-V/def2-TZVPD.

Structure (XYZ):
```
10
Properties=species:S:1:pos:R:3:lowdin_charge:R:1
C 1.8383 0.9599 0.9003 0.076
C 0.6242 1.0157 0.4988 -0.112
N -0.5512 1.2640 0.1168 0.069
N -1.3031 0.3834 -0.5724 0.034
C -1.1733 -1.0007 -0.6879 0.031
N -1.0509 -2.1773 -0.6771 0.343
H 2.7415 1.3049 0.4605 0.073
H 2.2619 0.5494 1.9009 0.133
H -2.3400 0.5968 -0.5590 0.205
H -1.0472 -2.8961 -1.3807 0.148
```

As for the energy above the lowest of the compared OMol25 structures with the same formula, charge and spin: 199.6 kJ/mol. As for the highest occupied orbital energy: -14.53 eV. Its net charge is +1. The frontier orbital gap is 9.2442 eV.

=====

No. 5
An isolated ion of composition C3H4N3 and charge +1 at a distorted geometry, computed with ωB97M-V/def2-TZVPD.

Structure (XYZ):
```
10
Properties=species:S:1:pos:R:3:lowdin_charge:R:1
C -0.2028 1.3177 -0.3748 0.022
C 0.0699 0.0762 0.1720 -0.254
N 0.7804 -0.1246 1.2592 0.157
N 1.0533 -1.3729 1.3321 0.188
N 0.4415 -2.0956 0.5505 0.161
C -0.2198 -1.2815 -0.3128 0.149
H 0.6290 1.9046 -0.4966 0.091
H -0.8347 2.0570 0.2823 0.186
H -0.8019 1.1351 -1.3697 0.161
H -0.9149 -1.6161 -1.0421 0.140
```

As for the energy above the lowest of the compared OMol25 structures with the same formula, charge and spin: 407.6 kJ/mol. As for the highest occupied orbital energy (spin up / spin down): -17.34 / -16.89 eV. Its net charge is +1. The frontier orbital gap (spin up / spin down) is 7.5310 / 7.0599 eV.

=====

No. 6
An isolated ion of composition C3H4N3 and charge +1 at a distorted geometry, computed with ωB97M-V/def2-TZVPD.

Structure (XYZ):
```
10
Properties=species:S:1:pos:R:3:lowdin_charge:R:1
C -2.7507 -3.0251 -0.0601 0.275
C -0.7733 -0.8117 0.2236 -0.370
C 0.0948 0.4135 0.3015 0.000
N -1.6431 -1.2938 1.1501 0.282
N -2.3669 -2.2719 0.7557 0.011
N -0.7300 -1.4598 -0.9040 0.294
H 0.3272 0.4098 1.3560 0.087
H -0.5473 1.2561 0.0886 0.097
H 1.0272 0.4337 -0.4071 0.147
H -0.0500 -1.0634 -1.6714 0.176
```

As for the energy above the lowest of the compared OMol25 structures with the same formula, charge and spin: 509.8 kJ/mol. As for the highest occupied orbital energy (spin up / spin down): -16.98 / -17.04 eV. Its net charge is +1. The frontier orbital gap (spin up / spin down) is 6.8685 / 6.8845 eV.

=====

No. 7
An isolated ion of composition C3H4N3O and charge +1 at a distorted geometry, computed with ωB97M-V/def2-TZVPD.

Structure (XYZ):
```
11
Properties=species:S:1:pos:R:3:lowdin_charge:R:1
O 1.1103 2.2805 0.4823 0.182
N 0.4935 1.3006 0.3221 -0.097
C -0.2231 0.9161 -0.7396 0.004
C -0.7571 -0.3379 -0.9694 0.063
C -0.4848 -1.4044 -0.0621 -0.060
N 0.2854 -1.1751 0.9742 0.064
N 0.8135 -0.0935 1.3041 0.189
H -0.4478 1.5970 -1.5828 0.169
H -1.3097 -0.6779 -1.8018 0.123
H -0.8094 -2.5102 -0.1055 0.168
H 1.3291 0.1048 2.1785 0.196
```

As for the energy above the lowest of the compared OMol25 structures with the same formula, charge and spin: 300.6 kJ/mol. As for the highest occupied orbital energy (spin up / spin down): -15.11 / -15.11 eV. Its net charge is +1. The frontier orbital gap (spin up / spin down) is 8.3068 / 8.3074 eV.

=====

No. 8
C3H4N3O2 as an isolated structure at a distorted geometry, computed with ωB97M-V/def2-TZVPD.

Structure (XYZ):
```
12
Properties=species:S:1:pos:R:3:lowdin_charge:R:1
C 0.5685 -0.0979 -0.7353 -0.281
C -0.5356 0.9001 -0.8087 -0.064
C -1.3945 0.5880 0.2706 -0.621
N 0.0513 -1.1910 0.0399 -0.111
N -0.9759 -0.6122 0.8562 0.003
N 2.1781 -0.0565 0.3350 -0.102
O 2.5431 1.0294 0.8325 -0.195
O -2.3721 1.1783 0.7317 -0.074
H 1.2101 -0.3050 -1.6500 0.098
H 0.7475 -1.6913 0.6853 0.107
H -1.5376 -1.4865 1.0483 0.146
H -0.4831 1.7447 -1.6054 0.095
```

As for the energy above the lowest of the compared OMol25 structures with the same formula, charge and spin: 473.1 kJ/mol. As for the highest occupied orbital energy (spin up / spin down): -2.41 / -2.37 eV. Its net charge is -1. The frontier orbital gap (spin up / spin down) is 6.8392 / 6.7866 eV.

=====

No. 9
An isolated ion of composition C3H4N3O2 and charge -1 at a distorted geometry, computed with ωB97M-V/def2-TZVPD.

Structure (XYZ):
```
12
Properties=species:S:1:pos:R:3:lowdin_charge:R:1
N -1.4191 1.0123 0.0594 -0.039
N -1.4906 -0.3776 0.4357 -0.170
C -0.5237 -1.3654 -0.0851 -0.168
C 0.7446 -1.2018 0.2902 -0.179
N 1.8045 -0.6567 0.4408 0.153
C 1.7763 0.6000 -0.5111 -0.773
O 1.3959 1.5549 0.1493 -0.039
O 2.2322 0.4681 -1.6293 -0.005
H -0.6023 1.5161 0.4613 0.048
H -1.4844 1.1750 -0.9055 0.035
H -1.6531 -0.4091 1.5161 0.127
H -0.7803 -2.3158 -0.2220 0.011
```

As for the energy above the lowest of the compared OMol25 structures with the same formula, charge and spin: 238.2 kJ/mol. As for the highest occupied orbital energy: -4.03 eV. Its net charge is -1. The frontier orbital gap is 8.2517 eV.

=====

No. 10
An isolated ion of composition C3H4N3O4 and charge +1 at a distorted geometry, computed with ωB97M-V/def2-TZVPD.

Structure (XYZ):
```
14
Properties=species:S:1:pos:R:3:lowdin_charge:R:1
C -0.1659 -0.2414 -0.1188 0.259
C 0.5141 -1.4286 0.0639 -0.545
C -1.3700 0.3373 -0.0745 -0.433
N 1.8990 -1.3167 -0.0480 0.107
N 1.7115 0.8935 -0.0182 -0.065
N -1.5493 1.6395 0.0696 0.224
O -2.4825 -0.3360 -0.0733 0.198
O 2.0418 2.0156 0.0258 0.207
O 2.5180 -0.1104 -0.0790 0.079
O 0.0426 -2.5038 0.1309 0.182
H 2.5098 -2.0493 0.5577 0.264
H -0.7410 2.3579 0.2039 0.193
H -2.4484 1.9874 -0.1421 0.128
H -2.4796 -1.2448 -0.4979 0.201
```

As for the energy above the lowest of the compared OMol25 structures with the same formula, charge and spin: 0.0 kJ/mol. As for the highest occupied orbital energy: -14.66 eV. Its net charge is +1. The frontier orbital gap is 8.2364 eV.

=====

No. 11
The molecule C3H4N4 at a distorted geometry, computed with ωB97M-V/def2-TZVPD.

Structure (XYZ):
```
11
Properties=species:S:1:pos:R:3:lowdin_charge:R:1
N 2.3303 -0.3244 -0.0642 0.014
C 1.0370 -0.5043 -0.2571 -0.125
C 0.3497 0.6206 0.4117 -0.248
N -0.9009 0.8845 0.5056 0.030
C -2.0272 0.2848 0.0616 -0.230
N -2.1500 -0.8228 -0.6514 -0.058
N -2.3854 -1.7500 -1.2567 0.241
H 2.7173 0.4704 0.4568 0.092
H 3.0254 -0.9655 -0.4238 0.090
H 0.9856 1.3664 0.9220 0.087
H -2.9819 0.7404 0.2953 0.107
```

As for the energy above the lowest of the compared OMol25 structures with the same formula, charge and spin: 491.5 kJ/mol. As for the highest occupied orbital energy: -8.21 eV. Its net charge is 0. The frontier orbital gap is 8.0948 eV.

=====

No. 12
The molecule C3H4N4, computed with ωB97M-V/def2-TZVPD.

Structure (XYZ):
```
11
Properties=species:S:1:pos:R:3:lowdin_charge:R:1
N -1.6496 1.1557 -0.1312 0.108
C -0.5153 0.4156 0.1339 -0.387
C -0.4622 -0.9916 0.0398 -0.080
N 0.7079 -1.5824 -0.0629 0.088
C 1.7722 -0.7807 0.0885 -0.226
N 1.7346 0.4676 0.5226 0.026
N 0.5625 1.0836 0.5260 0.065
H -2.1248 0.8871 -0.9837 0.096
H -1.4281 2.1457 -0.1181 0.094
H -1.3531 -1.6143 0.1011 0.115
H 2.7559 -1.1864 -0.1161 0.101
```

As for the energy above the lowest of the compared OMol25 structures with the same formula, charge and spin: 173.7 kJ/mol. As for the highest occupied orbital energy: -9.41 eV. Its net charge is 0. The frontier orbital gap is 9.5910 eV.